[1]
{"formula": "C51H86F5N2O26S2", "method": "ωB97M-V/def2-TZVPD", "symbols": ["S", "S", "F", "F", "F", "F", "F", "O", "O", "O", "O", "O", "O", "O", "O", "O", "O", "O", "O", "O", "O", "O", "O", "O", "O", "O", "O", "O", "O", "O", "O", "O", "O", "N", "N", "C", "C", "C", "C", "C", "C", "C", "C", "C", "C", "C", "C", "C", "C", "C", "C", "C", "C", "C", "C", "C", "C", "C", "C", "C", "C", "C", "C", "C", "C", "C", "C", "C", "C", "C", "C", "C", "C", "C", "C", "C", "C", "C", "C", "C", "C", "C", "C", "C", "C", "C", "H", "H", "H", "H", "H", "H", "H", "H", "H", "H", "H", "H", "H", "H", "H", "H", "H", "H", "H", "H", "H", "H", "H", "H", "H", "H", "H", "H", "H", "H", "H", "H", "H", "H", "H", "H", "H", "H", "H", "H", "H", "H", "H", "H", "H", "H", "H", "H", "H", "H", "H", "H", "H", "H", "H", "H", "H", "H", "H", "H", "H", "H", "H", "H", "H", "H", "H", "H", "H", "H", "H", "H", "H", "H", "H", "H", "H", "H", "H", "H", "H", "H", "H", "H", "H", "H"], "xyz": [[-1.1106, -3.7804, 0.2574], [1.1778, 0.0315, 2.7269], [-0.6424, 1.8583, 3.3187], [-1.6714, 0.8124, -0.2103], [-0.8117, -0.0073, 4.3538], [3.7106, -1.2726, 2.0170], [-1.4331, 0.0789, 2.3074], [12.7652, 4.0985, -3.6411], [1.3742, -8.7463, 0.4297], [-0.7690, -9.0514, -0.2137], [-11.6291, -2.6293, 0.5594], [-4.2190, 6.2663, -0.2223], [-10.2382, 2.2368, 1.6259], [1.4568, -1.0338, 3.6357], [-2.5107, 6.1068, -1.5293], [-9.4198, -3.0344, 0.7927], [-8.6304, 3.7560, 1.1508], [-0.6745, 1.4810, -2.7337], [14.8817, 4.2101, -2.8614], [6.6671, 3.8041, -4.3335], [-8.0462, 1.8710, 2.0237], [1.5050, 1.7685, -2.9344], [4.1499, 1.4141, 8.6952], [0.7838, -10.0681, -1.3085], [1.9821, 1.1465, 8.1074], [1.3507, -1.3598, -3.0434], [-10.8193, -4.4221, -0.3188], [2.0559, 1.1527, 2.8556], [3.5773, 1.8081, 6.6533], [7.9342, 2.0043, -4.8380], [14.3358, 3.1787, -4.7990], [5.8227, 1.7132, -4.5058], [-3.6136, 8.0792, -1.4274], [-4.7337, 0.2013, -0.4867], [1.5420, -1.7057, 0.5576], [0.3895, 1.9332, 0.3637], [-3.4634, 6.9353, -1.0952], [-4.8818, 0.6857, 1.7049], [0.9216, 0.2132, -1.3350], [3.8411, 0.9988, 10.0353], [1.8695, -2.7465, 1.5606], [0.8540, 0.5289, 0.0397], [-4.5767, -0.9903, 0.1701], [4.5143, 2.2268, -4.2218], [1.9875, -3.3795, -1.2317], [-0.5527, 7.5461, -1.7839], [12.3357, 4.7660, -2.4521], [-9.7298, -5.3170, -0.5774], [3.2991, -2.5933, 2.0900], [-5.2501, 7.0520, 0.3866], [-4.7341, 0.4393, -1.9251], [1.5986, -2.0186, -0.7447], [-1.1583, 2.0204, 0.2209], [-11.4633, -1.4603, 1.3658], [-9.0872, 2.5874, 1.6017], [-1.2709, 0.4242, -3.5440], [-8.4072, 0.6144, 2.6062], [2.5834, 1.8014, 5.6261], [-10.3485, 5.3568, 1.8248], [15.7118, 2.8151, -4.9942], [0.5997, 1.2195, -2.4113], [2.1626, -10.4129, -1.5258], [-10.5143, -3.3338, 0.3852], [1.1980, -0.4406, 0.9713], [-4.6802, -0.7075, 1.5058], [3.4682, -3.1277, 3.5127], [3.8956, 2.8852, -5.4361], [-0.5729, 0.5542, 3.1852], [-1.5821, 6.6728, -2.4688], [-9.3995, -6.1636, 0.6335], [-0.6112, -3.6513, -1.4905], [14.0797, 3.8636, -3.6870], [3.1242, 1.4274, 7.8496], [-2.7803, 0.6904, -3.5793], [0.5488, -9.2458, -0.2933], [6.7974, 2.6266, -4.5397], [-9.6364, 4.6682, 0.6806], [9.0634, 2.8741, -4.9798], [-3.5343, -0.2493, -2.6071], [3.7041, -0.5050, 10.1386], [-1.1761, -8.2470, 0.8937], [0.7790, -4.2303, -1.7288], [2.6413, -11.4567, -0.5404], [-4.9104, 1.1886, 0.4175], [16.1050, 1.6287, -4.1405], [1.3027, -1.0494, -1.7148], [2.9449, 1.5084, 10.3873], [3.9024, 2.2002, -6.2853], [3.6556, -11.7712, -0.7836], [-10.9149, 4.6418, 2.4197], [-8.9093, 0.7763, 3.5594], [15.4253, 0.7933, -4.3141], [-1.0939, -0.5399, -3.0672], [2.2070, -10.8070, -2.5390], [2.5685, -3.6385, 3.8436], [15.7989, 2.5622, -6.0490], [-3.1556, 0.5138, -4.5816], [4.2809, -3.8470, 3.5200], [-10.3365, 4.1480, 0.0277], [-1.0937, 5.8233, -2.9442], [0.8737, -4.3892, -2.7980], [-1.3086, -4.2646, -2.0535], [1.7123, 2.3835, 5.9262], [12.9015, 5.6786, -2.2817], [3.7114, -2.3082, 4.1749], [12.4301, 4.0994, -1.5961], [2.6368, -11.0669, 0.4767], [-9.0310, -5.5471, 1.4526], [-4.8127, 7.7893, 1.0573], [11.2877, 5.0183, -2.5892], [1.9860, -12.3278, -0.5616], [3.9175, 1.3662, -3.9248], [3.5650, -0.8033, 11.1773], [-0.6313, -7.3049, 0.9130], [8.9560, 3.4817, -5.8764], [-5.8665, 6.3648, 0.9591], [-1.9282, -2.7276, 0.4320], [4.5956, -0.9958, 9.7457], [-4.9945, 1.2054, 2.6348], [-4.6212, -1.4060, 2.3257], [16.0577, 1.8767, -3.0810], [-10.6611, -0.8350, 0.9860], [-0.0527, 6.9932, -0.9868], [4.6748, 1.3409, 10.6451], [-0.7966, 0.3933, -4.5220], [0.8021, 2.5821, -0.4041], [-1.0298, -8.7865, 1.8279], [-11.2690, -1.7430, 2.3997], [-10.2900, -6.6834, 0.9881], [4.4568, 3.7719, -5.7268], [3.9538, -3.1685, 1.4349], [-3.8637, -1.1083, -3.1881], [0.7524, 2.3243, 1.3040], [-4.4315, -1.9351, -0.3170], [-10.0623, -5.9514, -1.3968], [3.0306, 2.2525, 4.7499], [-9.6278, 5.8382, 2.4874], [9.9435, 2.2472, -5.0847], [-9.0395, 0.0396, 1.9382], [2.5652, -3.9251, -0.4982], [2.8678, 3.1805, -5.2254], [4.5510, 2.9087, -3.3725], [-2.8833, -0.6204, -1.8207], [-5.0767, 2.2199, 0.1575], [2.6623, -3.2267, -2.0676], [-2.2352, -8.0426, 0.7659], [-8.8609, -4.7580, -0.9251], [-2.1197, 7.2194, -3.2427], [17.1211, 1.3127, -4.3747], [-5.8611, 7.5445, -0.3661], [2.2759, -1.5041, -3.2862], [-11.0378, 6.1103, 1.4449], [2.7816, -9.5164, -1.4935], [-1.6447, 2.3482, 1.1324], [-0.7447, -2.6365, -1.8550], [-12.3949, -0.9051, 1.3192], [0.8204, -5.2119, -1.2619], [1.7785, -3.7487, 1.1720], [-9.1052, 5.4010, 0.0756], [-5.6580, 0.0458, -2.3452], [2.8510, -0.8603, 9.5617], [9.1817, 3.5078, -4.1043], [1.1230, -2.6856, 2.3390], [0.1943, 7.8865, -2.5003], [-4.6935, 1.5126, -2.0617], [2.2971, 0.7794, 5.4004], [-1.4189, 2.7433, -0.5465], [16.3552, 3.6742, -4.8075], [-8.6352, -6.9004, 0.3857], [-2.9097, 1.7217, -3.2696], [-1.0198, 8.4204, -1.3332], [-7.4885, 0.0619, 2.7790]], "forces_ev_per_a": [[0.234, -0.139, 0.433], [1.938, 0.501, 1.450], [-0.058, 0.250, -0.324], [-0.196, -0.324, 0.219], [0.041, 0.061, 0.103], [-0.051, 0.219, -0.192], [-0.164, 0.180, -0.322], [-0.074, 0.060, 0.012], [0.027, 0.103, -0.011], [-0.011, 0.042, 0.015], [0.002, 0.022, 0.010], [-0.017, -0.030, -0.010], [-0.034, -0.026, -0.045], [-0.730, -0.624, -0.502], [0.012, -0.169, -0.053], [0.036, 0.024, -0.005], [0.074, -0.005, -0.084], [0.073, -0.611, -0.010], [0.012, 0.035, 0.032], [-0.021, 0.031, 0.030], [0.002, -0.033, 0.011], [1.217, 0.731, -0.407], [0.025, 0.071, -0.035], [-0.028, 0.056, -0.062], [-0.043, -0.009, -0.028], [0.112, -0.038, 0.343], [-0.023, 0.031, -0.071], [-0.699, 0.387, -0.924], [-0.039, 0.044, -0.036], [0.033, -0.033, 0.022], [-0.051, 0.049, -0.068], [-0.011, -0.104, 0.095], [-0.020, 0.029, -0.031], [0.026, 0.224, -0.521], [-0.099, -0.037, -0.032], [-0.451, -0.148, -0.413], [0.020, -0.049, 0.077], [0.233, -0.876, -1.548], [-0.637, -0.615, 0.610], [-0.032, -0.158, 0.435], [0.016, 0.144, 0.718], [0.201, 0.258, 0.144], [-0.144, 0.381, 0.391], [-0.384, 0.125, -0.029], [-0.158, -0.145, -0.022], [-0.112, 0.069, 0.231], [-0.189, 0.071, 0.158], [0.279, -0.331, -0.070], [0.195, -0.564, 0.316], [-0.193, 0.001, 0.138], [0.201, -0.940, 0.164], [0.299, -0.110, -0.197], [0.125, 0.710, -0.318], [-0.142, 0.201, 0.118], [0.052, 0.035, 0.044], [-0.762, -0.053, 0.167], [0.109, -0.226, 0.197], [0.027, 0.202, 0.082], [0.042, -0.158, 0.215], [0.414, -0.173, -0.098], [-0.278, -0.009, -0.092], [0.415, -0.204, -0.083], [-0.060, -0.041, -0.013], [-0.519, -0.041, -0.711], [0.170, -0.246, 1.249], [0.037, -0.271, -0.590], [0.156, 0.076, -0.157], [-0.097, -0.695, 0.472], [0.336, 0.164, -0.233], [-0.082, 0.133, 0.214], [-0.558, -0.200, -0.145], [-0.002, -0.091, -0.061], [0.080, -0.011, 0.079], [0.566, -0.815, 0.599], [-0.026, -0.081, -0.069], [0.046, -0.038, -0.041], [-0.276, 0.332, -0.106], [0.292, 0.067, -0.070], [-0.199, 0.572, -0.319], [-0.053, -0.094, -0.266], [-0.203, 0.125, 0.123], [-0.117, 0.320, 0.188], [-0.178, 0.023, 0.222], [-0.183, 0.949, 1.254], [-0.188, -0.011, 0.211], [0.055, 0.292, 0.233], [-0.068, -0.012, -0.151], [-0.082, -0.054, 0.044], [-0.006, -0.001, -0.045], [-0.049, -0.019, -0.073], [-0.118, 0.009, -0.064], [0.058, -0.024, -0.104], [0.140, -0.084, 0.084], [-0.210, 0.032, -0.022], [-0.092, 0.070, 0.208], [-0.200, 0.043, -0.028], [-0.048, 0.372, -0.171], [0.111, -0.028, 0.166], [0.008, -0.131, 0.095], [-0.122, -0.125, 0.099], [0.073, -0.022, -0.130], [-0.076, -0.019, -0.122], [-0.025, -0.088, 0.055], [0.106, -0.062, 0.001], [-0.108, 0.114, 0.166], [0.111, 0.055, 0.033], [0.060, 0.060, -0.023], [0.062, 0.028, -0.051], [0.001, 0.072, -0.079], [0.005, -0.077, -0.164], [0.053, -0.036, -0.103], [0.157, -0.115, -0.006], [0.028, 0.029, 0.016], [0.080, -0.044, 0.048], [-0.061, 0.098, 0.072], [0.094, -0.108, -0.026], [0.036, 0.072, -0.376], [0.059, 0.029, 0.105], [-0.078, 0.176, 0.069], [0.032, -0.279, -0.152], [0.065, 0.064, -0.014], [0.035, -0.041, -0.021], [0.066, -0.050, -0.079], [0.090, 0.083, -0.169], [0.100, 0.327, -0.061], [0.259, 0.081, 0.014], [0.118, 0.046, 0.011], [0.117, 0.008, -0.021], [0.010, -0.078, -0.088], [-0.014, 0.034, 0.079], [0.149, 0.247, -0.259], [-0.098, -0.193, 0.130], [-0.026, -0.154, 0.204], [-0.074, -0.051, -0.256], [-0.177, 0.097, -0.005], [0.201, 0.005, 0.060], [0.010, 0.089, -0.074], [-0.118, -0.163, 0.013], [-0.046, 0.040, -0.008], [0.053, 0.013, 0.062], [-0.006, -0.039, 0.031], [0.138, 0.050, -0.045], [0.231, 0.096, 0.052], [0.008, 0.002, -0.446], [0.130, -0.028, -0.108], [-0.001, -0.108, -0.139], [-0.033, 0.119, 0.107], [-0.107, 0.054, 0.109], [-0.003, 0.008, -0.042], [0.081, 0.065, -0.034], [-0.039, -0.059, -0.291], [0.024, 0.013, -0.031], [-0.096, 0.064, 0.125], [-0.102, -0.351, 0.197], [0.165, 0.123, 0.037], [-0.068, -0.123, -0.095], [0.080, -0.104, 0.040], [-0.239, 0.081, -0.410], [0.175, -0.095, 0.029], [-0.177, 0.212, -0.044], [-0.056, 0.052, 0.056], [-0.106, 0.058, -0.022], [0.026, 0.137, 0.110], [0.002, -0.034, -0.021], [-0.091, 0.148, -0.076], [-0.088, -0.078, 0.065], [0.058, 0.130, -0.071], [-0.097, 0.048, 0.126], [-0.022, -0.012, -0.040], [-0.168, 0.231, -0.276], [-0.026, 0.025, -0.081], [0.114, 0.161, -0.103]], "total_energy_ha": -5356.1330, "orbital_gap_ev": 5.8, "homo_energy_ev": -10.247, "charge": 1, "mol_weight_g_mol": 1302.4, "largest_force_ev_per_a": 2.47}

[2]
{"formula": "C26H26BrF4N4O2Ti", "method": "ωB97M-V/def2-TZVPD", "symbols": ["Br", "Ti", "F", "F", "F", "F", "O", "O", "N", "N", "N", "N", "C", "C", "C", "C", "C", "C", "C", "C", "C", "C", "C", "C", "C", "C", "C", "C", "C", "C", "C", "C", "C", "C", "C", "C", "C", "C", "H", "H", "H", "H", "H", "H", "H", "H", "H", "H", "H", "H", "H", "H", "H", "H", "H", "H", "H", "H", "H", "H", "H", "H", "H", "H"], "xyz": [[0.3959, -2.2372, 6.1352], [0.3048, 1.2876, 0.1483], [2.0769, 1.3455, -0.8100], [1.0776, 5.9637, -0.4016], [4.4990, 2.0118, -1.9313], [3.4376, 6.5738, -1.5483], [0.3288, 1.0921, 2.0393], [0.5246, -0.8463, 0.2598], [-1.4879, 1.5495, -0.6055], [0.1984, -3.5996, -0.3048], [0.3836, 3.1959, 0.0043], [0.6026, -4.9120, 1.4513], [0.5226, -5.6938, 0.3223], [1.9064, 4.9850, -0.7935], [0.3896, -2.8487, 3.3668], [3.1199, 5.2934, -1.3726], [0.5186, -7.6058, -1.0775], [0.3559, -0.2061, 2.5560], [0.3960, -3.6863, 1.0611], [1.5290, 3.6492, -0.5561], [-0.8800, 3.9005, -0.1432], [0.3994, -2.5601, 1.9981], [0.2542, -4.8885, -0.7987], [0.6537, -7.0762, 0.1871], [0.3759, -1.8313, 4.2937], [0.3719, 2.1785, 2.9907], [4.0274, 4.3184, -1.7650], [3.6858, 3.0001, -1.5546], [-1.1112, 1.6133, -2.0372], [0.4251, -1.2277, 1.6057], [-3.7732, 0.3779, -0.6043], [0.1262, -5.4205, -2.0766], [-2.1301, 2.2314, -2.9924], [0.3365, -0.4962, 3.9046], [0.2633, -6.7888, -2.1903], [-2.2952, 0.3735, -0.2167], [-1.9782, 2.8251, -0.0306], [2.4829, 2.6951, -0.9620], [-4.2661, -0.4764, -0.1409], [-2.2219, 0.2823, 0.8738], [-0.9331, 4.4030, -1.1162], [-3.0802, 1.7039, -2.9818], [0.1731, -7.2497, -3.1649], [-0.1914, -2.8197, -0.8012], [-4.2753, 1.2804, -0.2571], [-0.1930, 2.2066, -2.1076], [-0.5117, 2.1595, 3.6282], [0.6082, -8.6733, -1.2271], [-1.0362, 4.6686, 0.6201], [1.2675, 2.1096, 3.6066], [0.3041, 0.2722, 4.6610], [-3.9060, 0.2882, -1.6799], [0.3932, 3.0898, 2.4049], [-1.8208, -0.5037, -0.6565], [-2.8925, 3.1774, -0.5132], [-2.3134, 3.2790, -2.7556], [0.8482, -7.6913, 1.0549], [-1.7331, 2.1891, -4.0059], [-0.8750, 0.5967, -2.3595], [-2.1917, 2.6223, 1.0224], [0.3918, -3.8871, 3.6628], [-0.0656, -4.8023, -2.9443], [4.9683, 4.5907, -2.2192], [1.2383, -1.3517, -0.1555]], "forces_ev_per_a": [[-0.022, 0.024, -0.104], [1.688, -2.151, -1.173], [1.204, 0.433, -0.564], [-0.029, 0.095, 0.007], [0.028, -0.061, -0.002], [-0.042, 0.056, 0.000], [0.091, -0.622, 2.776], [0.077, -0.799, 0.407], [-2.466, 0.189, -0.898], [0.016, 0.209, -0.042], [0.089, 2.408, -0.071], [0.079, 0.246, 0.283], [-0.132, 0.126, -0.358], [0.019, -0.279, 0.013], [-0.035, -0.057, -0.058], [0.062, -0.106, -0.052], [0.010, -0.036, 0.067], [0.059, -0.444, 0.110], [0.073, -0.479, -0.122], [0.296, 0.292, -0.229], [0.135, 0.020, -0.176], [-0.070, 0.302, 0.074], [0.135, -0.376, 0.266], [0.003, 0.021, -0.007], [-0.022, -0.056, 0.014], [-0.002, 0.360, 0.485], [0.014, 0.080, 0.000], [-0.040, -0.114, 0.043], [-0.414, 0.091, -0.391], [0.014, -0.255, 0.293], [0.102, 0.057, 0.073], [-0.034, 0.066, -0.087], [0.027, 0.027, 0.077], [-0.027, 0.063, -0.016], [-0.022, 0.017, -0.071], [-0.620, 0.019, -0.203], [0.117, 0.420, -0.171], [-0.050, 0.525, -0.021], [0.001, 0.001, 0.016], [0.044, -0.004, -0.014], [-0.096, 0.021, 0.028], [-0.004, -0.003, -0.013], [-0.008, 0.022, 0.000], [-0.070, 0.051, 0.032], [-0.042, -0.011, -0.022], [0.026, -0.048, -0.040], [-0.034, -0.114, -0.086], [0.014, 0.005, 0.022], [-0.122, 0.021, -0.056], [0.036, -0.110, -0.091], [-0.011, 0.053, -0.047], [-0.029, 0.019, -0.003], [0.021, -0.049, -0.106], [0.090, 0.007, 0.053], [-0.089, -0.084, 0.113], [-0.007, 0.001, -0.015], [0.016, -0.023, -0.024], [0.012, 0.011, -0.001], [-0.021, -0.026, 0.066], [-0.096, 0.005, -0.024], [0.010, -0.012, 0.032], [-0.010, -0.006, 0.010], [0.007, -0.022, 0.016], [0.047, -0.015, -0.019]], "multiplicity": 3, "total_energy_ha": -5198.5559, "orbital_gap_ev": [5.9, 7.9], "homo_energy_ev": [-8.748, -10.676], "charge": 1, "mol_weight_g_mol": 630.3, "largest_force_ev_per_a": 2.98}